{"formula": "C4H7NO3", "method": "ωB97M-V/def2-TZVPD", "relative_energy_kj_mol": 509.4, "homo_lumo_gap_ev": 9.90, "e_tot_ev": -11889.9978, "lumo_energy_ev": 0.6650, "smiles": "CO[C@H]1ON=C[C@@H]1O", "species": ["C", "C", "C", "C", "H", "H", "H", "H", "H", "H", "H", "N", "O", "O", "O"], "coordinates": [[-2.496, -0.177, 0.050], [-0.112, -0.139, -0.421], [1.651, 0.943, 0.571], [1.148, -0.472, 0.258], [-2.662, -1.140, -0.596], [-3.100, -0.200, 0.883], [-2.407, 0.751, -0.545], [-0.098, -0.466, -1.440], [2.558, 1.302, 1.139], [0.929, -0.992, 1.240], [2.809, -0.995, -0.900], [0.908, 1.907, 0.039], [-1.120, -0.345, 0.556], [-0.067, 1.406, -0.576], [2.058, -1.384, -0.259]]}